No. 1
{"formula": "C28H15F9NO5PRu", "method": "wB97M-V/def2-TZVPD", "elements": ["Ru", "O", "C", "O", "C", "C", "C", "C", "C", "N", "C", "O", "O", "H", "H", "H", "F", "C", "F", "F", "C", "C", "C", "C", "C", "C", "P", "C", "C", "C", "C", "C", "C", "C", "F", "F", "F", "C", "C", "C", "C", "C", "C", "C", "F", "F", "F", "H", "H", "H", "H", "H", "H", "H", "H", "H", "H", "H", "H", "O"], "xyz": [[-0.039, 0.016, 0.056], [-1.435, -3.481, -0.639], [-1.078, -2.323, -0.341], [0.035, -1.748, -0.794], [-2.032, -1.549, 0.624], [-3.227, -1.832, 1.263], [-3.780, -0.810, 2.084], [-3.160, 0.489, 2.277], [-1.978, 0.719, 1.622], [-1.607, -0.324, 0.909], [-0.974, 1.941, 1.534], [-1.299, 2.933, 2.195], [0.116, 1.867, 0.800], [-3.709, -2.792, 1.135], [-4.715, -1.013, 2.593], [-3.600, 1.249, 2.907], [6.976, -4.954, -3.244], [6.347, -4.125, -4.106], [7.305, -3.313, -4.611], [5.935, -4.900, -5.136], [5.219, -3.358, -3.481], [4.987, -3.400, -2.108], [3.937, -2.677, -1.546], [3.095, -1.897, -2.341], [3.338, -1.856, -3.717], [4.386, -2.575, -4.281], [1.722, -0.978, -1.532], [2.327, 0.732, -1.787], [2.329, 1.413, -3.004], [2.872, 2.698, -3.111], [3.438, 3.331, -2.000], [3.438, 2.671, -0.771], [2.891, 1.388, -0.660], [4.033, 4.701, -2.143], [4.680, 5.125, -1.033], [4.937, 4.771, -3.150], [3.100, 5.644, -2.414], [0.338, -1.248, -2.721], [-0.583, -0.245, -3.046], [-1.636, -0.491, -3.925], [-1.814, -1.753, -4.487], [-0.932, -2.774, -4.133], [0.118, -2.527, -3.260], [-2.951, -2.037, -5.422], [-3.939, -2.752, -4.833], [-3.537, -0.919, -5.909], [-2.566, -2.757, -6.505], [5.624, -3.997, -1.463], [3.782, -2.733, -0.472], [2.708, -1.267, -4.375], [4.549, -2.524, -5.353], [1.919, 0.955, -3.898], [2.864, 3.199, -4.075], [3.874, 3.139, 0.106], [2.932, 0.890, 0.307], [-0.497, 0.747, -2.612], [-2.325, 0.314, -4.162], [-1.063, -3.775, -4.535], [0.768, -3.357, -2.997], [1.235, 1.207, -0.221]], "s_squared": 8.8093, "total_charge": -1, "total_energy_ev": -77326.752, "spin_multiplicity": 6, "orbital_gap_ev": [4.95, 6.78]}


No. 2
{"formula": "C28H16Cl4IN4O4Ta", "method": "wB97M-V/def2-TZVPD", "elements": ["Ta", "O", "C", "C", "C", "C", "C", "C", "C", "O", "N", "N", "C", "C", "C", "C", "C", "C", "N", "H", "H", "H", "H", "H", "H", "H", "H", "H", "H", "Cl", "C", "C", "C", "Cl", "C", "O", "C", "Cl", "C", "H", "H", "Cl", "C", "C", "C", "I", "C", "O", "C", "N", "C", "C", "C", "C", "H", "H", "H", "H"], "xyz": [[0.649, 0.514, -0.167], [0.775, -2.848, 2.778], [-0.540, -2.899, 3.040], [-0.940, -3.855, 3.972], [-2.266, -3.982, 4.312], [-3.245, -3.158, 3.737], [-2.873, -2.216, 2.822], [-1.515, -2.064, 2.443], [-1.192, -1.060, 1.477], [0.095, -0.877, 1.095], [-2.109, -0.298, 0.927], [-1.541, 0.554, 0.043], [-2.236, 1.414, -0.605], [-1.487, 2.238, -1.544], [-2.055, 3.234, -2.312], [-1.244, 3.962, -3.174], [0.109, 3.670, -3.242], [0.619, 2.663, -2.444], [-0.161, 1.960, -1.609], [0.967, -2.162, 2.129], [-0.178, -4.483, 4.413], [-2.555, -4.729, 5.039], [-4.282, -3.268, 4.020], [-3.606, -1.566, 2.368], [-3.304, 1.510, -0.451], [-3.114, 3.436, -2.233], [-1.665, 4.750, -3.783], [0.773, 4.214, -3.899], [1.672, 2.411, -2.460], [3.044, 2.908, 6.248], [2.319, 2.650, 4.715], [2.865, 1.704, 3.856], [2.247, 1.528, 2.639], [2.840, 0.401, 1.436], [1.129, 2.245, 2.245], [0.589, 2.007, 1.024], [0.602, 3.185, 3.122], [-0.797, 4.068, 2.649], [1.195, 3.387, 4.356], [3.738, 1.134, 4.141], [0.782, 4.116, 5.038], [1.669, -2.940, -6.256], [1.816, -1.986, -4.839], [2.968, -1.288, -4.602], [3.123, -0.510, -3.431], [4.874, 0.537, -3.069], [2.097, -0.449, -2.530], [2.130, 0.223, -1.347], [0.900, -1.137, -2.774], [-0.063, -0.987, -1.813], [-1.199, -1.659, -1.963], [-1.443, -2.490, -3.058], [-0.490, -2.621, -4.039], [0.730, -1.933, -3.917], [3.779, -1.340, -5.314], [-1.949, -1.546, -1.191], [-2.384, -3.017, -3.117], [-0.663, -3.253, -4.900]], "total_charge": 2, "total_energy_ev": -103178.736, "orbital_gap_ev": 6.12}


No. 3
{"formula": "C28H16Co2N2O10", "method": "wB97M-V/def2-TZVPD", "elements": ["O", "C", "Co", "C", "O", "C", "O", "C", "C", "C", "C", "C", "C", "C", "C", "C", "Co", "C", "O", "C", "O", "C", "O", "H", "H", "H", "H", "H", "H", "H", "C", "C", "C", "C", "C", "N", "O", "O", "C", "C", "C", "C", "C", "C", "N", "O", "O", "C", "C", "H", "H", "H", "H", "H", "H", "H", "H", "H"], "xyz": [[-3.492, 0.073, -3.443], [-3.050, 0.821, -2.678], [-2.483, 2.028, -1.525], [-3.584, 3.362, -1.970], [-4.325, 4.209, -2.223], [-3.314, 1.601, 0.001], [-3.878, 1.365, 0.975], [-0.743, 2.552, -1.578], [-0.901, 1.269, -1.117], [-0.369, 0.127, -0.640], [-0.477, -1.108, -1.404], [-0.910, -2.340, -0.847], [-0.902, -3.504, -1.607], [-0.503, -3.473, -2.951], [-0.170, -2.251, -3.547], [-0.183, -1.087, -2.783], [-0.669, 2.933, -3.556], [1.056, 3.202, -3.557], [2.208, 3.320, -3.480], [-1.393, 4.494, -3.880], [-1.853, 5.526, -4.135], [-0.941, 1.953, -4.991], [-1.087, 1.315, -5.948], [-0.256, 3.374, -1.021], [0.096, 0.139, 0.345], [-1.276, -2.344, 0.184], [-1.198, -4.454, -1.153], [-0.477, -4.388, -3.543], [0.091, -2.189, -4.602], [0.046, -0.120, -3.231], [0.736, 0.750, 2.636], [1.981, 0.592, 1.981], [2.615, 1.741, 1.390], [3.835, 1.635, 0.763], [4.482, 0.379, 0.692], [5.768, 0.274, 0.098], [6.323, -0.848, 0.063], [6.307, 1.306, -0.363], [3.889, -0.768, 1.253], [2.681, -0.662, 1.908], [-0.093, -0.293, 3.128], [-0.203, -1.564, 2.474], [-1.026, -2.555, 2.972], [-1.714, -2.345, 4.182], [-2.401, -3.433, 4.777], [-2.962, -3.261, 5.883], [-2.418, -4.534, 4.179], [-1.661, -1.093, 4.835], [-0.895, -0.079, 4.300], [0.431, 1.772, 2.867], [2.114, 2.712, 1.450], [4.331, 2.493, 0.315], [4.411, -1.718, 1.158], [2.272, -1.553, 2.385], [0.354, -1.760, 1.556], [-1.128, -3.520, 2.482], [-2.229, -0.970, 5.754], [-0.860, 0.897, 4.790]], "total_charge": -4, "total_energy_ev": -127987.058, "orbital_gap_ev": 1.91}


Question: What is the formula in the third record?
Answer: C28H16Co2N2O10